Record 1
Here is one molecule with the formula C5H10O from OMol25. Energies are from ωB97M-V/def2-TZVPD.

Atoms and positions in Å:
C1 -1.0571 1.3989 -0.7101
C2 -0.3854 0.4446 0.2730
C3 -0.5190 -1.0382 -0.1292
C4 0.8312 -1.6154 0.2853
O1 1.7573 -0.5881 -0.0067
C5 1.1508 0.6275 0.3969
H1 -2.1375 1.2195 -0.7558
H2 -0.9083 2.4465 -0.4247
H3 -0.6519 1.2617 -1.7197
H4 -0.8299 0.5938 1.2643
H5 -1.3684 -1.5343 0.3504
H6 -0.6419 -1.1258 -1.2155
H7 1.1335 -2.5079 -0.2687
H8 0.8395 -1.8515 1.3632
H9 1.4209 0.8552 1.4398
H10 1.5486 1.4245 -0.2412

Its SMILES is C[C@H]1CCOC1. The spin multiplicity is 1. Its total charge is 0.

---

Record 2
Here is a 2-piece molecular cluster, C5H10O overall from OMol25. Energies are from ωB97M-V/def2-TZVPD.

Atoms and positions in Å:
C1 -1.4186 -0.9991 0.9278
C2 -1.7137 -0.0591 0.0407
C3 -1.2373 1.3582 0.0992
O1 -2.5162 -0.2763 -1.0398
H1 -1.8099 -1.9966 0.8531
H2 -0.7871 -0.7926 1.7703
H3 -0.4639 1.4853 0.8504
H4 -0.8505 1.6501 -0.8763
H5 -2.0744 2.0136 0.3366
H6 -2.7998 -1.1996 -1.0589
C4 2.7253 -0.5688 -0.8494
C5 2.4996 0.1737 0.2145
H7 3.6404 -0.4892 -1.4108
H8 2.0023 -1.2818 -1.2083
H9 3.2204 0.8899 0.5739
H10 1.5834 0.0923 0.7770

Its SMILES is C=C(C)O.C=C. The spin multiplicity is 1. Its total charge is 0.

---

Record 3
Here is one molecule with the formula C5H10O from OMol25. Energies are from ωB97M-V/def2-TZVPD.

Atoms and positions in Å:
C1 -1.5057 1.0179 -0.0893
C2 -0.7540 0.3534 0.9920
C3 -0.1643 -1.8857 0.2943
O1 0.9518 -1.2484 0.8760
C4 0.7465 0.1544 0.7347
C5 1.3877 0.6514 -0.5614
H1 -1.4389 2.0652 0.2606
H2 -2.5730 0.7713 -0.0678
H3 -1.1231 0.9936 -1.1216
H4 -1.0788 -1.4037 0.7056
H5 -0.1626 -1.8218 -0.8051
H6 -0.2024 -2.9263 0.6138
H7 1.2545 0.6426 1.5797
H8 2.4661 0.4682 -0.5284
H9 1.2277 1.7287 -0.6887
H10 0.9878 0.1429 -1.4450

The spin multiplicity is 1. Its total charge is 0.

---

Record 4
Here is a 2-piece molecular cluster, C5H10O overall from OMol25. Energies are from ωB97M-V/def2-TZVPD.

Atoms and positions in Å:
C1 -0.1205 0.2771 -1.4151
C2 0.6038 -0.1706 -0.1624
C3 0.0890 -1.0546 0.9612
C4 0.8890 -1.6376 -0.1610
H1 -0.4259 1.3204 -1.4274
H2 -1.0008 -0.3451 -1.6111
H3 0.5866 0.1184 -2.2356
H4 1.4198 0.4817 0.1511
H5 -0.9641 -1.3146 1.0533
H6 0.6008 -0.9639 1.9192
H7 1.9104 -1.9637 -0.0285
H8 0.3232 -2.1921 -0.9067
C5 -0.9809 1.8598 0.9717
O1 -1.0299 2.6851 0.0961
H9 -0.1733 1.8518 1.7271
H10 -1.7270 1.0480 1.0683

Its SMILES is CC1CC1.C=O. The spin multiplicity is 1. Its total charge is 0.

---

Record 5
Here is a 2-piece molecular cluster, C5H10O overall in a non-equilibrium geometry from OMol25. Energies are from ωB97M-V/def2-TZVPD.

Atoms and positions in Å:
C1 1.2072 -0.5778 0.7174
C2 1.0067 -0.0112 1.9020
C3 0.2077 -1.0132 -0.3122
C4 -1.1738 -0.8899 0.2349
C5 -1.6713 -1.9324 0.9865
H1 2.1603 -1.0517 0.5471
H2 1.8048 -0.0219 2.6420
H3 0.0263 0.3607 2.1848
H4 0.3471 -2.0471 -0.6436
H5 0.2408 -0.4426 -1.2418
H6 -1.7486 0.0113 0.0325
H7 -2.6989 -2.2715 1.0336
H8 -0.9159 -2.4612 1.5604
H9 0.6108 3.5337 -2.6999
H10 -0.1333 4.5817 -3.5936
O1 0.7303 4.2331 -3.3499

The spin multiplicity is 2. Its total charge is +1.

---

Record 6
Here is an isolated ion of composition C5H10O2 and charge -1 in a non-equilibrium geometry from OMol25. Energies are from ωB97M-V/def2-TZVPD.

Atoms and positions in Å:
C1 -1.0932 1.4411 1.2968
O1 -1.7018 2.6207 1.6043
C2 -1.5227 0.6638 0.0519
C3 -0.6013 -0.6187 -0.0152
C4 0.6936 -0.4874 -0.8308
C5 1.5236 -1.7727 -0.8424
O2 2.7202 -1.6198 -1.4616
H1 -0.0065 1.6266 1.1883
H2 -1.2503 0.8290 2.2014
H3 -2.5158 0.2493 0.2426
H4 -1.4653 1.1477 -0.9159
H5 -1.2282 -1.4167 -0.4117
H6 -0.4116 -0.8959 1.0280
H7 1.3291 0.3409 -0.5201
H8 0.3443 -0.2014 -1.8328
H9 0.8862 -2.6126 -1.2674
H10 1.6925 -2.1233 0.1948

The spin multiplicity is 2. Its total charge is -1.

---

Record 7
Here is a 2-piece molecular cluster, C5H10O2 overall in a non-equilibrium geometry from OMol25. Energies are from ωB97M-V/def2-TZVPD.

Atoms and positions in Å:
C1 1.0597 2.3776 -1.6268
C2 0.5607 1.1915 -1.1045
O1 1.4939 0.2384 -0.8259
C3 -0.8233 0.7020 -0.8838
C4 -0.9655 -0.6240 -1.0011
C5 -2.0646 -1.2302 -0.2740
H1 2.1829 2.3720 -1.7042
H2 0.5679 3.2296 -1.8370
H3 2.4360 0.3446 -0.9124
H4 -1.5176 1.3973 -0.5486
H5 -0.3008 -1.2782 -1.5352
H6 -2.9263 -0.5572 -0.0948
H7 -2.4812 -2.1869 -0.5098
H8 -1.7556 -1.4184 0.8167
O2 0.6196 -1.7618 4.2885
H9 0.8620 -2.6274 3.8197
H10 -0.3659 -1.7163 4.1726

Its SMILES is C=C(O)/C=C/C.O. The spin multiplicity is 1. Its total charge is 0.

---

Record 8
Here is C5H10O2 as an isolated structure from OMol25. Energies are from ωB97M-V/def2-TZVPD.

Atoms and positions in Å:
C1 1.8596 1.6821 -0.3783
O1 1.2323 1.2325 0.7997
C2 -0.2169 -0.7289 -0.2883
C3 -0.2707 -1.5979 0.9539
O2 -1.6771 -1.8761 0.7232
C4 -1.6177 -1.1666 -0.5107
C5 -1.3747 0.2797 -0.2442
H1 2.6749 1.0053 -0.6716
H2 1.1661 1.7521 -1.2320
H3 2.2855 2.6730 -0.1945
H4 0.6318 -0.6661 -0.9623
H5 -0.0608 -1.1238 1.9204
H6 0.3124 -2.5235 0.8682
H7 -2.1127 -1.5566 -1.3926
H8 -1.4591 0.9694 -1.0834
H9 -1.7602 0.6747 0.6981
H10 0.3125 1.0531 0.5728

The spin multiplicity is 1. Its total charge is 0.

---

Record 9
Here is one molecule with the formula C5H10O2 in a non-equilibrium geometry from OMol25. Energies are from ωB97M-V/def2-TZVPD.

Atoms and positions in Å:
C1 0.7282 -1.0972 -0.4285
C2 1.1503 0.3695 1.4168
O1 0.3492 -0.2589 2.2904
C3 0.2422 1.2532 0.6169
C4 -0.3651 0.0790 -0.2192
C5 -0.7738 0.4612 -1.6469
O2 -1.5413 -0.3807 0.4143
H1 1.2074 -1.6929 0.3748
H2 0.1569 -1.8161 -1.0019
H3 1.5978 -0.7542 -1.0100
H4 0.8512 -0.9939 2.6736
H5 -0.4785 1.8084 1.2434
H6 0.7900 1.9549 -0.0203
H7 -1.5298 1.2542 -1.7333
H8 0.1189 0.7707 -2.1945
H9 -1.1838 -0.4377 -2.1224
H10 -1.3198 -0.5193 1.3469

The spin multiplicity is 1. Its total charge is 0.

---

Record 10
Here is one molecule with the formula C5H10O2 from OMol25. Energies are from ωB97M-V/def2-TZVPD.

Atoms and positions in Å:
C1 2.1197 1.0363 -0.3859
O1 0.8042 0.7432 0.0166
C2 0.3287 -0.4463 -0.5565
C3 -0.2813 -1.4808 2.1180
O2 -1.1758 -1.4714 1.1786
C4 -1.0883 -0.7395 -0.0948
C5 -1.9555 0.4982 0.0291
H1 2.8390 0.3159 0.0320
H2 2.2132 1.0268 -1.4829
H3 2.3579 2.0360 -0.0177
H4 0.3081 -0.3513 -1.6556
H5 0.5776 -0.8462 1.7679
H6 0.9879 -1.2985 -0.3158
H7 -1.5307 -1.4467 -0.8034
H8 -2.0206 1.0123 -0.9348
H9 -2.9632 0.2222 0.3503
H10 -1.5211 1.1898 0.7548

The spin multiplicity is 1. Its total charge is 0.

---

Record 11
Here is one molecule with the formula C5H10O2 from OMol25. Energies are from ωB97M-V/def2-TZVPD.

Atoms and positions in Å:
C1 0.0805 1.0199 -0.6039
C2 1.2589 -1.5281 1.1817
C3 -0.0293 2.2836 -1.4177
C4 -1.0052 -1.0657 0.0897
C5 -1.0450 0.2660 -0.2430
O1 0.4446 -1.5505 -0.0279
O2 -1.7563 -1.8938 0.8445
H1 -1.7701 -1.6107 1.7744
H2 -2.0473 0.6706 -0.3835
H3 0.9899 0.9200 -0.0137
H4 0.7452 -0.7866 -0.6597
H5 2.2961 -1.6779 0.8857
H6 1.1294 -0.5785 1.7001
H7 0.9193 -2.3593 1.7945
H8 0.4270 2.2030 -2.4122
H9 0.4420 3.1422 -0.9253
H10 -1.0797 2.5457 -1.5838

The spin multiplicity is 1. Its total charge is 0.

---

Record 12
Here is C5H10O2 as an isolated structure from OMol25. Energies are from ωB97M-V/def2-TZVPD.

Atoms and positions in Å:
C1 0.9644 0.3627 -1.7264
C2 -0.2918 -0.0876 -0.9805
O1 -0.9155 -1.2293 -1.4483
C3 0.6809 -0.8304 0.4561
C4 -0.7896 0.5866 0.7784
C5 -0.3765 -0.0242 2.1162
O2 0.0775 -1.2670 1.6194
H1 0.6726 0.5899 -2.7574
H2 1.3830 1.2732 -1.2833
H3 1.7235 -0.4218 -1.7235
H4 -1.0248 0.6975 -1.2248
H5 -0.3207 -1.9448 -1.1630
H6 1.4183 -0.0364 0.7111
H7 -0.6342 1.6599 0.6446
H8 -1.8189 0.3024 0.5559
H9 -1.1967 -0.1588 2.8327
H10 0.4484 0.5281 2.5926

The spin multiplicity is 1. Its total charge is 0.

---

Record 13
Here is a 2-piece molecular cluster, C5H10O2 overall from OMol25. Energies are from ωB97M-V/def2-TZVPD.

Atoms and positions in Å:
C1 -2.3646 -0.9653 0.9674
C2 -1.2878 -0.4709 0.0528
C3 -0.2629 -1.2329 -0.3149
O1 0.5405 -0.9099 -1.3692
H1 -2.6636 -0.2290 1.7191
H2 -2.0543 -1.8817 1.4817
H3 -3.2557 -1.2064 0.3755
H4 -1.4035 0.5129 -0.4023
H5 -0.0495 -2.1834 0.1827
H6 1.4473 -1.1899 -1.1920
C4 1.9065 0.9437 0.6688
C5 1.4199 1.6637 -0.3336
O2 1.9833 1.6597 -1.5732
H7 1.4303 0.9770 1.6403
H8 2.7424 0.2649 0.5213
H9 0.5482 2.3087 -0.2066
H10 1.3234 1.9386 -2.2177

Its SMILES is C/C=C/O.C=CO. The spin multiplicity is 1. Its total charge is 0.

---

Record 14
Here is a 2-piece molecular cluster, C5H10O2 overall from OMol25. Energies are from ωB97M-V/def2-TZVPD.

Atoms and positions in Å:
C1 -0.2214 -1.9241 -1.0063
C2 -1.0088 -0.7796 -0.4436
C3 -0.9375 0.4888 -0.8370
O1 0.0208 1.0461 -1.6429
H1 0.2388 -2.5463 -0.2339
H2 0.5760 -1.6064 -1.6887
H3 -0.9112 -2.5457 -1.5883
H4 -1.7220 -1.0148 0.3424
H5 -1.6411 1.2453 -0.5038
H6 0.7546 0.4214 -1.7301
C4 0.2034 1.4251 1.5355
C5 1.2182 0.5112 0.9548
O2 1.2455 -0.6828 1.1340
H7 0.8176 1.5990 2.4337
H8 -0.7371 0.9477 1.8142
H9 0.0488 2.3667 0.9985
H10 2.0552 1.0485 0.4616

Its SMILES is C/C=C\O.CC=O. The spin multiplicity is 1. Its total charge is 0.

---

Record 15
Here is a 2-piece molecular cluster, C5H10O2 overall from OMol25. Energies are from ωB97M-V/def2-TZVPD.

Atoms and positions in Å:
O1 2.1584 0.4498 0.8125
C1 1.6791 -0.6004 -0.0141
C2 0.2301 -0.8494 0.3154
C3 -0.4938 1.1616 0.2941
C4 -1.8798 0.8919 -0.0638
O2 -2.0746 0.1563 -1.1045
C5 -0.6327 -1.3879 -0.6324
H1 3.1145 0.5012 0.6986
H2 1.7717 -0.3399 -1.0828
H3 2.2717 -1.5127 0.1562
H4 0.0257 -1.0437 1.3692
H5 -0.2803 1.6551 1.2403
H6 0.1645 1.4064 -0.5343
H7 -1.6315 2.0906 -0.2230
H8 -2.5850 0.8372 0.7915
H9 -0.3356 -1.4521 -1.6777
H10 -1.5025 -1.9640 -0.3453

The spin multiplicity is 1. Its total charge is 0.

---

Record 16
Here is C5H10O2 as an isolated structure in a non-equilibrium geometry from OMol25. Energies are from ωB97M-V/def2-TZVPD.

Atoms and positions in Å:
O1 1.8677 0.0917 1.3752
C1 1.8289 -0.5679 0.1392
C2 0.4631 -0.9194 -0.3756
C3 -0.4728 0.2757 -0.4178
C4 -1.9736 0.0466 -0.6561
O2 -2.3211 0.8640 0.4654
C5 -0.9527 0.8988 0.9028
H1 2.2138 0.7000 0.5641
H2 2.5807 -1.3549 0.0523
H3 2.2710 0.3677 -0.6257
H4 0.0373 -1.7103 0.2561
H5 0.6184 -1.3373 -1.3761
H6 -0.0733 1.0342 -1.1017
H7 -2.2942 -0.9968 -0.5164
H8 -2.3973 0.4253 -1.5930
H9 -0.6145 1.9159 1.1257
H10 -0.7814 0.2668 1.7817

The spin multiplicity is 1. Its total charge is 0.

---

Record 17
Here is a 2-piece molecular cluster, C5H10O2 overall from OMol25. Energies are from ωB97M-V/def2-TZVPD.

Atoms and positions in Å:
C1 1.4735 -0.7854 1.6087
C2 1.7864 -0.5356 0.1593
C3 1.1598 0.5564 -0.5833
O1 0.7309 -0.7953 -0.7759
H1 2.1976 -0.2690 2.2482
H2 0.4671 -0.4262 1.8461
H3 1.5215 -1.8557 1.8332
H4 2.7534 -0.8935 -0.1957
H5 0.4364 1.1977 -0.0809
H6 1.6593 0.9995 -1.4433
C4 -2.0571 0.8693 -1.4126
C5 -2.3573 0.4283 -0.1901
O2 -1.7503 -0.5777 0.4796
H7 -1.2779 0.4053 -2.0119
H8 -2.6083 1.6960 -1.8439
H9 -3.1554 0.8682 0.4040
H10 -0.9796 -0.8824 -0.0416

Its SMILES is C[C@@H]1CO1.C=CO. The spin multiplicity is 1. Its total charge is 0.

---

Record 18
Here is one molecule with the formula C5H10O2 from OMol25. Energies are from ωB97M-V/def2-TZVPD.

Atoms and positions in Å:
C1 -0.6263 -0.7734 -2.2217
C2 -0.3119 -1.2031 -0.7912
C3 0.3104 -0.0740 0.0012
C4 0.4912 -0.2604 1.5129
C5 -0.4268 0.9602 1.6305
O1 0.2029 2.1276 2.0712
O2 -0.6366 1.0044 0.2242
H1 -1.1521 -1.5591 -2.7733
H2 -1.2573 0.1218 -2.2128
H3 0.2924 -0.5357 -2.7711
H4 -1.2301 -1.5150 -0.2767
H5 0.3752 -2.0608 -0.7812
H6 1.2006 0.3077 -0.5188
H7 1.4919 -0.0948 1.9128
H8 0.0674 -1.1897 1.9016
H9 -1.3667 0.8287 2.1818
H10 0.2156 2.7060 1.2959

Its SMILES is CC[C@@H]1C[C@@H](O)O1. The spin multiplicity is 1. Its total charge is 0.

---

Record 19
Here is a 2-piece molecular cluster, C5H10O2 overall in a non-equilibrium geometry from OMol25. Energies are from ωB97M-V/def2-TZVPD.

Atoms and positions in Å:
C1 -0.0500 2.4971 -0.3995
C2 -0.6505 1.3689 -0.7842
C3 0.1594 0.1680 -0.9898
C4 -0.1500 -0.9759 -1.5944
C5 0.7944 -2.1782 -1.5141
O1 1.9918 -1.8433 -0.7920
H1 0.9686 2.4946 -0.0346
H2 -0.4574 3.5021 -0.3760
H3 -1.6718 1.4158 -1.1469
H4 0.9202 0.0057 -0.2324
H5 -1.0832 -1.3141 -2.0396
H6 1.0162 -2.4471 -2.5546
H7 0.3675 -3.0810 -1.0618
H8 2.3202 -2.7002 -0.5320
O2 -1.5891 0.6829 4.7936
H9 -1.0975 0.9082 4.0114
H10 -1.7887 1.4963 5.2471

Its SMILES is C=C/C=C/CO.O. The spin multiplicity is 1. Its total charge is 0.

---

Record 20
Here is one molecule with the formula C5H10O2 from OMol25. Energies are from ωB97M-V/def2-TZVPD.

Atoms and positions in Å:
C1 -1.5070 -1.3630 0.5680
C2 -0.5537 -0.2033 0.7537
C3 0.6314 -0.1227 -0.6627
C4 1.9023 0.3682 0.0358
O1 1.6973 1.5946 0.6917
C5 -0.8583 0.9247 -0.5922
O2 -1.2952 1.0189 0.6977
H1 -0.9495 -2.2987 0.4678
H2 -2.0669 -1.4032 1.5075
H3 -2.2395 -1.2793 -0.2483
H4 0.6600 0.1478 -1.7352
H5 0.5785 -1.2118 -0.6892
H6 2.7030 0.5317 -0.6934
H7 2.2294 -0.4081 0.7417
H8 1.0121 1.4048 1.3529
H9 -1.5630 0.4737 -1.2930
H10 -0.3769 1.8366 -0.9318

The spin multiplicity is 1. Its total charge is 0.

---

E_tot readings, ordered: -7394.3122 -7393.1267 -7390.0311 -7392.6024 -7383.2989 -9439.2176 -9439.5601 -9439.0154 -9438.8580 -9438.3103 -9437.1460 -9435.7377 -9440.2264 -9440.4676 -9437.4771 -9438.3294 -9440.2397 -9441.3472 -9439.9746 -9436.5412 eV
Energy above the lowest of the compared OMol25 structures with the same formula, charge and spin readings, ordered: 43.7 158.1 456.8 208.7 141.4 126.9 336.0 388.6 403.8 456.6 569.0 704.9 271.8 248.5 537.0 454.8 270.5 163.6 296.1 627.3 kJ/mol